Density functional theory data (ωB97M-V/def2-TZVPD) for a cluster of 2 separate species, C3H5NO2 in total at a distorted geometry.

Values from the calculation:
Charge = 0
E = -322.47529 hartree
LUMO level = -0.098 eV
Largest force on an atom = 0.0668 hartree/bohr
Relative energy (zero: lowest compared OMol25 entry of this formula, charge and spin) = 2.695 eV

Structure (XYZ):
```
11
Properties=species:S:1:pos:R:3:forces:R:3:nbo_charge:R:1
C -1.055 1.660 -0.116 0.0613 0.2843 0.2137 -0.8570
N 1.036 -0.153 -0.046 1.1947 -3.2097 0.2571 -0.5353
C -0.006 -0.726 0.251 -1.7524 0.4906 0.5239 0.7856
O -0.953 -1.329 0.564 0.0628 0.1409 -0.0311 -0.4849
C 1.584 -1.696 -0.062 1.4983 0.2125 -0.9427 0.5065
O 1.897 -2.174 -1.096 -0.0290 0.1766 0.4882 -0.4435
H -1.659 0.792 -0.409 0.1841 0.4027 0.0847 0.2119
H -1.554 2.206 0.679 -0.3670 0.2564 -0.2409 0.2162
H -0.841 2.275 -0.991 -0.2238 0.1003 0.1404 0.2222
H -0.092 1.374 0.309 -0.5761 0.4944 -0.1943 0.2188
H 1.642 -2.229 0.917 -0.0528 0.6510 -0.2992 0.1594
```
Forces are in eV/Å.

Density functional theory data (ωB97M-V/def2-TZVPD) for a structure of composition C3H5NO2.

Values from the calculation:
Charge = 0
E = -322.41422 hartree
LUMO level = 0.804 eV
Largest force on an atom = 0.0156 hartree/bohr
Relative energy (zero: lowest compared OMol25 entry of this formula, charge and spin) = 4.357 eV

Structure (XYZ):
```
11
Properties=species:S:1:pos:R:3:forces:R:3:nbo_charge:R:1
N -2.145 -0.285 0.549 0.4310 0.5826 -0.3421 -0.5277
C -1.200 0.361 0.205 -0.6949 -0.3034 0.0012 0.4793
C -0.198 1.032 -0.674 -0.1503 0.1389 0.0425 -0.1608
O 0.690 0.009 -1.024 -0.0184 0.0696 -0.0520 -0.5245
C 1.075 -0.746 0.159 0.2160 -0.1709 0.1608 0.2231
O 0.131 -0.561 1.143 0.1274 -0.1929 0.0066 -0.7509
H -1.157 -0.918 1.055 0.2838 -0.0046 0.1048 0.5115
H -0.687 1.387 -1.585 0.0345 -0.0630 0.1397 0.2373
H 0.273 1.872 -0.144 -0.0603 -0.1471 -0.0619 0.2068
H 1.166 -1.783 -0.182 -0.0190 0.1343 0.0594 0.1626
H 2.052 -0.369 0.498 -0.1497 -0.0436 -0.0588 0.1433
```
Forces are in eV/Å.

Density functional theory data (ωB97M-V/def2-TZVPD) for an isolated molecule of C3H5NO2.

Values from the calculation:
Charge = 0
E = -322.51988 hartree
LUMO level = 0.778 eV
Largest force on an atom = 0.0126 hartree/bohr
Relative energy (zero: lowest compared OMol25 entry of this formula, charge and spin) = 1.482 eV

Structure (XYZ):
```
11
Properties=species:S:1:pos:R:3:forces:R:3:nbo_charge:R:1
C 1.730 0.620 0.332 0.2516 -0.1082 -0.0103 -0.2696
O 0.514 1.370 0.410 -0.2863 -0.0474 -0.0494 -0.4766
C -0.580 0.664 0.135 -0.0796 -0.2248 -0.0939 0.4519
N -0.519 -0.539 -0.251 -0.0680 0.1876 0.0923 -0.5720
C -1.630 -1.326 -0.539 -0.0398 -0.3877 0.2880 0.5255
O -1.849 -2.363 0.038 -0.0736 0.5323 -0.3582 -0.5281
H 1.809 0.107 -0.629 0.0401 0.1549 0.0907 0.2016
H 1.734 -0.137 1.122 0.0701 0.1042 -0.0863 0.1985
H 2.535 1.339 0.465 -0.0926 -0.0762 0.0140 0.1986
H -1.492 1.246 0.308 0.1829 -0.0804 -0.0341 0.1649
H -2.252 -0.981 -1.392 0.0951 -0.0542 0.1472 0.1053
```
Forces are in eV/Å.

Density functional theory data (ωB97M-V/def2-TZVPD) for an isolated molecule of C3H5NO2 at a distorted geometry.

Values from the calculation:
Charge = 0
E = -322.51847 hartree
LUMO level = 0.893 eV
Largest force on an atom = 0.0364 hartree/bohr
Relative energy (zero: lowest compared OMol25 entry of this formula, charge and spin) = 1.520 eV

Structure (XYZ):
```
11
Properties=species:S:1:pos:R:3:forces:R:3:nbo_charge:R:1
O 0.599 -1.487 0.921 -0.2451 -0.0016 -0.2357 -0.6835
C 0.774 -0.501 -0.033 -0.4225 0.2100 -0.7736 0.3298
C -0.624 -0.213 -0.698 0.3898 -0.0117 -0.3277 -0.3168
N -1.056 1.048 -0.115 0.3805 0.2280 0.0776 -0.4715
C -0.061 1.470 0.544 -0.2090 0.2741 -0.0186 0.3856
O 1.084 0.748 0.586 -0.0069 0.0657 -0.1109 -0.4888
H -0.334 -1.580 0.720 -0.3438 -1.2660 1.3358 0.4711
H 1.584 -0.765 -0.718 -0.0479 0.2143 0.1125 0.1690
H -1.415 -0.977 -0.516 0.6705 0.1339 0.0394 0.1979
H -0.525 -0.149 -1.780 -0.1326 0.2134 -0.1076 0.2168
H -0.025 2.406 1.088 -0.0330 -0.0601 0.0088 0.1904
```
Forces are in eV/Å.

Density functional theory data (ωB97M-V/def2-TZVPD) for an isolated molecule of C3H5NO2.

Values from the calculation:
Charge = 0
E = -322.39037 hartree
LUMO level (spin up / spin down) = 0.016 / 0.016 eV
Largest force on an atom = 0.0125 hartree/bohr
Relative energy (zero: lowest compared OMol25 entry of this formula, charge and spin) = 5.006 eV

Structure (XYZ):
```
11
Properties=species:S:1:pos:R:3:forces:R:3:nbo_charge:R:1
N 1.260 0.441 -0.895 0.0140 0.0442 0.1976 -0.7805
C 0.701 0.064 0.278 0.0769 0.0141 -0.0057 0.6222
O 1.473 -0.241 1.229 0.0685 0.2477 -0.5896 -0.1877
C -0.751 0.020 0.447 -0.1648 -0.0657 -0.1355 -0.2896
C -1.575 -0.319 -0.543 0.1158 0.0300 0.1089 -0.3225
O 0.828 -0.793 2.352 -0.1571 -0.1650 0.3130 -0.5460
H 0.729 1.048 -1.500 0.0427 -0.1457 0.0852 0.4080
H 2.266 0.531 -0.920 -0.1334 -0.0325 0.0147 0.4129
H -1.075 0.224 1.461 0.0063 -0.0170 -0.1221 0.2712
H -2.650 -0.341 -0.392 0.1588 0.0052 -0.0015 0.2133
H -1.206 -0.633 -1.517 -0.0277 0.0849 0.1350 0.1987
```
Forces are in eV/Å.

Density functional theory data (ωB97M-V/def2-TZVPD) for an isolated molecule of C3H5NO2.

Values from the calculation:
Charge = 0
E = -322.52182 hartree
LUMO level = 0.884 eV
Largest force on an atom = 0.0194 hartree/bohr
Relative energy (zero: lowest compared OMol25 entry of this formula, charge and spin) = 1.429 eV

Structure (XYZ):
```
11
Properties=species:S:1:pos:R:3:forces:R:3:nbo_charge:R:1
C 0.449 -1.785 0.352 -0.2370 -0.2980 -0.0021 -0.2691
O 1.306 -0.649 0.329 0.1126 0.4086 -0.0794 -0.4753
C 0.689 0.491 0.033 -0.0623 0.0750 -0.0499 0.4520
N -0.520 0.546 -0.340 0.2751 0.0762 0.1861 -0.5765
C -1.157 1.778 -0.486 0.2090 -0.1842 0.3885 0.5311
O -1.402 2.505 0.450 0.0084 -0.1675 -0.9845 -0.5432
H -0.098 -1.854 -0.590 0.0959 -0.1509 0.0769 0.2004
H -0.276 -1.661 1.161 0.0554 -0.1564 -0.0602 0.1949
H 1.088 -2.653 0.516 -0.1138 0.1665 -0.0165 0.1996
H 1.358 1.352 0.127 -0.1261 -0.1655 0.0436 0.1702
H -1.437 1.930 -1.552 -0.2172 0.3963 0.4975 0.1158
```
Forces are in eV/Å.

Density functional theory data (ωB97M-V/def2-TZVPD) for an isolated molecule of C3H5NO2.

Values from the calculation:
Charge = 0
E = -322.38270 hartree
LUMO level (spin up / spin down) = -0.175 / -0.420 eV
Largest force on an atom = 0.0151 hartree/bohr
Relative energy (zero: lowest compared OMol25 entry of this formula, charge and spin) = 5.214 eV

Structure (XYZ):
```
11
Properties=species:S:1:pos:R:3:forces:R:3:nbo_charge:R:1
O 0.475 0.592 1.586 -0.0668 0.1370 0.2400 -0.7445
C -0.556 0.449 0.613 -0.2250 -0.0290 -0.2770 -0.2056
C -0.218 -0.688 -0.328 -0.0975 0.1091 0.1617 0.3493
O 0.690 -1.474 0.176 0.0607 -0.0025 0.0808 -0.6060
C 0.119 -0.202 -2.008 -0.1463 -0.2167 -0.5168 -0.0757
N -0.193 -0.528 -3.101 0.2203 0.2411 0.7053 -0.3379
H 0.100 0.866 2.431 0.0930 -0.0478 -0.1430 0.4933
H -1.507 0.155 1.078 0.1240 0.0550 -0.0218 0.2109
H -0.721 1.378 0.057 0.0290 -0.1401 0.0748 0.2074
H 0.799 0.530 -1.527 0.0017 0.0258 -0.1318 0.2149
H 1.013 -1.078 1.023 0.0068 -0.1320 -0.1723 0.4939
```
Forces are in eV/Å.

Density functional theory data (ωB97M-V/def2-TZVPD) for an isolated molecule of C3H5NO2 at a distorted geometry.

Values from the calculation:
Charge = 0
E = -322.47303 hartree
LUMO level = 0.780 eV
Largest force on an atom = 0.0705 hartree/bohr
Relative energy (zero: lowest compared OMol25 entry of this formula, charge and spin) = 2.757 eV

Structure (XYZ):
```
11
Properties=species:S:1:pos:R:3:forces:R:3:nbo_charge:R:1
O -0.575 -2.014 1.548 0.0573 0.1733 0.0301 -0.5676
C -0.290 -1.097 0.841 -0.3823 -0.2255 0.4147 0.8779
N 0.694 -0.124 1.070 -0.6531 -0.0483 -0.0314 -0.6782
C 0.922 0.631 -0.096 -2.8967 -0.6873 -2.0655 -0.3032
C -0.595 0.318 -0.961 0.6569 -0.9291 0.1506 -0.0736
O -0.954 -0.868 -0.334 -0.3320 -0.9246 0.0138 -0.4992
H 0.653 0.289 1.994 0.1923 -0.1014 -0.2260 0.4156
H 0.332 1.488 -0.366 1.9747 2.5577 1.2206 0.2543
H 1.614 0.141 -0.769 0.3382 0.7476 -0.0703 0.2041
H -0.337 0.199 -2.016 -0.0451 -0.2907 0.1547 0.1901
H -1.463 1.036 -0.910 1.0898 -0.2717 0.4087 0.1797
```
Forces are in eV/Å.

Density functional theory data (ωB97M-V/def2-TZVPD) for a structure of composition C3H5NO2 at a distorted geometry.

Values from the calculation:
Charge = 0
E = -322.51095 hartree
LUMO level = 0.370 eV
Largest force on an atom = 0.0241 hartree/bohr
Relative energy (zero: lowest compared OMol25 entry of this formula, charge and spin) = 1.725 eV

Structure (XYZ):
```
11
Properties=species:S:1:pos:R:3:forces:R:3:nbo_charge:R:1
C -1.098 1.710 -0.135 -0.0168 0.1949 0.0579 -0.8569
N 1.016 -0.384 -0.015 0.0356 -1.2242 0.1729 -0.5989
C -0.100 -0.796 0.292 -1.0394 -0.1732 0.3657 0.8759
O -1.110 -1.289 0.585 0.4058 0.4189 -0.0729 -0.4662
C 1.709 -1.675 -0.090 0.7171 -0.3537 -0.6398 0.5270
O 2.069 -2.139 -1.124 0.1507 0.1974 0.4227 -0.4742
H -1.688 0.827 -0.399 0.1056 0.3291 0.0222 0.2111
H -1.640 2.291 0.609 -0.1214 0.1062 -0.1849 0.2178
H -0.898 2.291 -1.037 -0.1189 0.0456 0.1481 0.2226
H -0.138 1.436 0.303 -0.3004 0.2625 -0.1211 0.2139
H 1.806 -2.187 0.887 0.1821 0.1966 -0.1708 0.1280
```
Forces are in eV/Å.

Density functional theory data (ωB97M-V/def2-TZVPD) for an isolated molecule of C3H5NO2 at a distorted geometry.

Values from the calculation:
Charge = 0
E = -322.52688 hartree
LUMO level = 0.758 eV
Largest force on an atom = 0.0532 hartree/bohr
Relative energy (zero: lowest compared OMol25 entry of this formula, charge and spin) = 1.291 eV

Structure (XYZ):
```
11
Properties=species:S:1:pos:R:3:forces:R:3:nbo_charge:R:1
N -1.946 -0.375 0.111 0.1271 0.1029 0.2195 -0.8195
C -0.819 0.354 -0.164 0.2150 0.1724 0.3260 0.6796
O -0.880 1.427 -0.738 0.2522 -0.4814 0.3029 -0.6012
C 0.526 -0.305 0.193 0.5255 -0.1174 0.4694 -0.6727
C 1.736 0.362 -0.376 0.8829 0.0191 0.0877 0.4403
O 2.711 0.277 0.346 0.5747 0.5319 -1.0398 -0.5344
H -1.911 -1.139 0.767 0.0730 0.0570 -0.0755 0.3918
H -2.827 0.118 0.036 0.2203 -0.0949 -0.0703 0.4051
H 0.514 -1.378 -0.030 -0.0064 0.1384 -0.3875 0.2486
H 1.131 -0.278 1.162 -2.7134 -0.1964 0.2974 0.3064
H 1.765 0.938 -1.307 -0.1509 -0.1317 -0.1298 0.1560
```
Forces are in eV/Å.